C17H12AuBr2ClN2O3 | wB97M-V/def2-TZVPD

CARTESIAN COORDINATES (ANGSTROEM)
Au  -0.464  -1.433  1.838
O  -6.366  -1.157  0.343
C  -5.083  -1.153  0.715
C  -3.993  -0.738  -0.112
C  -2.699  -0.859  0.332
N  -2.402  -1.425  1.501
C  -3.426  -1.674  2.383
Br  -2.996  -2.164  4.140
C  -4.753  -1.667  1.979
H  -6.487  -0.873  -0.618
H  -4.142  -0.489  -1.147
H  -1.847  -0.501  -0.255
H  -5.527  -1.994  2.647
Br  0.870  -3.970  3.830
C  1.823  -2.335  3.345
C  3.021  -2.076  3.986
C  3.817  -1.011  3.571
C  3.340  -0.095  2.591
C  2.098  -0.363  2.021
N  1.344  -1.417  2.494
H  3.296  -2.758  4.782
H  4.813  -0.856  4.048
H  3.973  0.673  2.174
H  1.580  0.255  1.255
Cl  2.936  3.603  -6.310
C  2.188  2.954  -4.915
C  0.888  2.352  -5.005
C  0.404  1.727  -3.899
C  1.045  1.727  -2.674
C  2.329  2.311  -2.591
C  2.862  2.952  -3.691
C  0.453  1.191  -1.397
O  -0.478  0.372  -1.607
O  1.080  1.656  -0.441
H  0.353  2.434  -5.954
H  -0.592  1.253  -3.990
H  2.887  2.193  -1.642
H  3.858  3.353  -3.724

Output
Relative energy (zero: lowest compared OMol25 entry of this formula, charge and spin): 34.04 kcal per mole
E_HOMO (alpha / beta): -14.548 / -14.543 eV
Charge: +2
HOMO-LUMO gap (alpha / beta): 7.191 / 3.498 eV
2S+1: 3


C17H12Cl4InN3O2S4 | wB97M-V/def2-TZVPD

CARTESIAN COORDINATES (ANGSTROEM)
In  -2.661  -1.415  -0.701
S  -4.259  -0.328  0.934
S  -5.411  -2.030  1.233
S  -5.931  -2.568  -0.667
S  -4.157  -3.248  -1.511
N  1.554  -1.348  0.727
C  2.046  -0.169  1.186
C  3.342  0.010  1.631
C  3.815  1.290  1.970
C  3.027  2.403  1.870
C  1.677  2.257  1.461
C  0.768  3.334  1.353
C  -0.526  3.094  0.996
C  -0.942  1.763  0.775
N  -0.130  0.744  0.867
C  1.172  0.977  1.159
H  1.869  -2.218  1.119
H  0.575  -1.333  0.477
H  4.010  -0.842  1.676
H  4.845  1.391  2.298
H  3.411  3.389  2.106
H  1.117  4.343  1.550
H  -1.238  3.901  0.882
H  -1.966  1.547  0.499
Cl  -0.336  -0.943  3.821
C  -1.607  -1.853  2.971
Cl  -2.521  -2.852  4.131
C  -0.995  -2.764  1.872
O  -0.065  -3.498  2.166
O  -1.555  -2.653  0.734
H  -2.305  -1.134  2.556
Cl  -0.458  -2.695  -2.334
C  -0.040  -1.133  -3.015
C  1.005  -1.100  -3.910
C  1.414  0.096  -4.492
C  0.730  1.255  -4.126
C  -0.308  1.208  -3.230
Cl  -1.101  2.721  -2.830
C  -0.813  0.011  -2.580
N  -1.807  0.076  -1.744
H  1.508  -2.029  -4.151
H  2.239  0.128  -5.191
H  1.011  2.216  -4.540

Output
Relative energy (zero: lowest compared OMol25 entry of this formula, charge and spin): 5.60 kcal per mole
E_HOMO: -1.052 eV
Charge: -2
HOMO-LUMO gap: 5.604 eV


C17H12F3N2NiO5 | wB97M-V/def2-TZVPD

CARTESIAN COORDINATES (ANGSTROEM)
Ni  1.067  -0.464  0.135
C  1.529  -2.050  -3.694
O  0.555  -1.244  -4.351
C  -0.085  -0.233  -3.694
C  -0.615  0.742  -4.512
C  -1.346  1.818  -4.004
C  -1.542  1.908  -2.650
C  -1.008  0.940  -1.786
C  -1.305  1.054  -0.371
N  -0.710  0.341  0.495
N  -1.168  0.232  1.790
C  -0.406  -0.626  2.411
O  0.662  -1.195  1.939
C  -0.831  -0.997  3.792
C  -1.709  -0.197  4.520
C  -2.081  -0.560  5.806
C  -1.587  -1.728  6.374
C  -0.719  -2.534  5.647
C  -0.336  -2.166  4.363
C  -0.254  -0.171  -2.284
O  0.201  -1.123  -1.499
H  1.997  -2.625  -4.493
H  1.075  -2.722  -2.969
H  2.277  -1.432  -3.200
H  -0.432  0.653  -5.578
H  -1.738  2.574  -4.674
H  -2.103  2.737  -2.230
H  -2.110  1.723  -0.057
H  -2.089  0.702  4.053
H  -2.759  0.071  6.370
H  -1.875  -2.010  7.380
H  -0.336  -3.449  6.084
H  0.348  -2.773  3.786
F  3.428  3.027  -3.087
C  2.837  2.706  -1.933
F  3.576  3.246  -0.941
F  1.636  3.307  -1.908
C  2.695  1.174  -1.753
O  2.980  0.463  -2.695
O  2.283  0.880  -0.581

Output
Relative energy (zero: lowest compared OMol25 entry of this formula, charge and spin): 0.00 kcal per mole
E_HOMO (alpha / beta): -4.463 / -4.559 eV
Charge: -1
HOMO-LUMO gap (alpha / beta): 7.376 / 7.428 eV
2S+1: 3


C17H13F5IrN3Se3 | wB97M-V/def2-TZVPD

CARTESIAN COORDINATES (ANGSTROEM)
Ir  0.970  -0.518  0.171
Se  2.356  -2.586  1.333
Se  4.150  -2.103  -0.055
C  4.006  -0.200  -0.189
C  5.219  0.442  -0.363
C  5.226  1.818  -0.509
C  4.025  2.491  -0.438
C  2.840  1.792  -0.248
N  2.826  0.444  -0.140
C  1.310  -3.432  -0.042
C  1.135  -4.798  -0.136
C  0.321  -5.272  -1.160
C  -0.263  -4.369  -2.032
C  -0.026  -3.013  -1.855
N  0.746  -2.551  -0.872
H  6.136  -0.129  -0.374
H  6.155  2.352  -0.655
H  3.984  3.568  -0.523
H  1.602  3.288  0.635
H  1.621  -5.465  0.561
H  0.153  -6.335  -1.274
H  -0.894  -4.701  -2.843
H  -0.457  -2.268  -2.513
N  -1.061  -0.919  0.761
H  -1.723  -0.558  0.075
H  -1.253  -0.429  1.629
H  -1.287  -1.898  0.911
C  1.557  2.564  -0.179
H  0.692  1.921  -0.010
H  1.394  3.112  -1.108
F  -5.925  2.637  2.578
C  -4.856  2.031  2.108
C  -3.578  2.716  2.165
F  -2.475  1.999  2.318
C  -3.808  3.426  0.898
F  -4.513  4.535  1.021
C  -3.731  2.694  -0.336
Se  -2.254  1.953  -1.103
C  -4.978  2.060  -0.013
F  -6.141  2.636  -0.249
C  -5.016  1.048  1.052
F  -4.185  0.016  1.003

Output
Relative energy (zero: lowest compared OMol25 entry of this formula, charge and spin): 68.54 kcal per mole
E_HOMO (alpha / beta): -10.012 / -10.706 eV
Charge: +1
HOMO-LUMO gap (alpha / beta): 6.821 / 5.618 eV
2S+1: 6


C17H13N5O11PbS | wB97M-V/def2-TZVPD

CARTESIAN COORDINATES (ANGSTROEM)
Pb  -1.410  -0.736  0.353
O  1.649  -3.579  2.581
C  0.731  -2.626  2.429
O  -0.384  -2.830  2.012
C  1.240  -1.273  2.837
C  2.380  -1.116  3.611
C  2.793  0.171  3.900
C  2.089  1.238  3.369
C  0.967  0.977  2.594
N  0.533  -0.254  2.372
C  0.142  2.057  1.931
O  0.752  3.215  1.663
O  -1.010  1.895  1.649
H  1.269  -4.413  2.269
H  2.923  -1.981  3.965
H  3.665  0.342  4.518
H  2.406  2.252  3.581
H  1.702  3.172  1.807
O  2.127  -0.200  -1.927
C  1.040  0.171  -1.521
O  0.597  -0.062  -0.317
C  0.188  1.031  -2.438
C  0.878  1.872  -3.279
C  0.212  2.718  -4.157
C  -1.159  2.679  -4.260
C  -1.864  1.793  -3.472
C  -1.239  0.981  -2.469
O  -1.940  0.253  -1.669
N  -3.304  1.733  -3.715
O  -3.891  0.674  -3.539
O  -3.863  2.748  -4.093
N  0.969  3.633  -5.005
O  2.182  3.645  -4.886
O  0.352  4.341  -5.783
H  1.959  1.867  -3.253
H  -1.680  3.310  -4.964
S  -0.983  -3.094  -1.107
C  -1.475  -2.905  -2.724
N  -2.305  -2.007  -3.236
C  -2.434  -2.132  -4.691
C  -1.597  -3.390  -5.008
N  -1.060  -3.735  -3.693
H  -2.538  -1.140  -2.761
H  -2.051  -1.242  -5.186
H  -3.479  -2.252  -4.968
H  -0.793  -3.183  -5.713
H  -2.208  -4.197  -5.408
H  -0.427  -4.490  -3.506

Output
E_HOMO: -8.393 eV
Charge: 0
HOMO-LUMO gap: 7.461 eV


C17H13N5O2S | wB97M-V/def2-TZVPD

CARTESIAN COORDINATES (ANGSTROEM)
O  -2.683  3.150  3.979
O  0.430  -0.551  4.797
N  -0.430  0.428  0.026
N  -2.180  1.793  -0.442
S  2.953  -1.974  2.061
C  -2.164  2.486  3.087
C  1.025  -0.702  3.761
C  -1.176  0.965  -0.914
C  -2.004  1.814  0.841
C  4.104  -3.007  2.837
C  3.983  -3.000  4.220
C  2.913  -2.133  4.680
C  -1.101  1.563  3.441
C  2.263  -1.551  3.651
C  -0.509  0.771  2.455
C  -1.636  1.405  -3.365
C  -0.218  -0.448  -2.768
C  -1.597  1.081  -4.711
C  -0.025  -0.694  -4.155
C  -0.989  0.639  -2.360
C  -0.715  0.046  -5.137
N  -2.653  2.484  1.824
N  0.580  -0.079  2.618
N  -0.947  0.990  1.139
C  -0.631  -0.407  -6.549
H  4.768  -3.662  2.266
H  4.576  -3.656  4.844
H  2.682  -1.982  5.708
H  -0.850  1.625  4.498
H  -2.245  2.241  -3.022
H  0.191  -1.067  -1.985
H  -2.175  1.667  -5.427
H  0.577  -1.557  -4.481
H  -3.286  3.196  1.558
H  1.042  -0.349  1.758
H  -1.553  -0.949  -6.860
H  -0.540  0.495  -7.149
H  0.221  -1.071  -6.725

Output
Relative energy (zero: lowest compared OMol25 entry of this formula, charge and spin): 0.00 kcal per mole
E_HOMO: -8.516 eV
Charge: 0
HOMO-LUMO gap: 8.264 eV
SMILES: Cc1ccc(-c2nc3[nH]c(=O)cc(NC(=O)c4cccs4)n3n2)cc1


How do the records compare in maximum force? In the order shown, they have 3.13 0.21 0.75 0.56 0.54 3.02 eV/Å.
How do the records compare in DFT total energy? In the order shown, they have -183226.321 -124998.823 -80240.170 -234759.171 -63893.766 -40221.325 eV.